C30H31IMnN5O5PS as an isolated structure at a distorted geometry. Source: the OMol25 dataset; level of theory: ωB97M-V/def2-TZVPD.

Results
Total charge = +1
Max |F| = 1.0 eV Å⁻¹
Spin multiplicity = 5
E_LUMO (alpha / beta) = -0.1520 / -0.1366 Eh
Highest occupied orbital energy (alpha / beta) = -10.7 / -10.7 eV

Cartesian coordinates (Å):
Mn1 -0.36425 -0.13349 0.24754
C1 -1.95579 -3.88167 1.15906
C2 -0.95288 -4.55569 1.88415
C3 0.21670 -3.90846 2.16704
C4 0.43176 -2.57604 1.74448
N1 -0.53323 -1.95330 1.02382
C5 -1.70552 -2.61620 0.75387
N2 1.61047 -1.99924 2.09067
C6 1.84114 -0.71536 2.02276
N3 1.02144 0.29858 1.61020
C7 1.66466 1.54468 1.91602
N4 1.26100 2.73109 1.82190
C8 -0.04169 3.21886 1.62061
C9 -0.19192 4.45275 0.98962
C10 -1.45267 5.00688 0.89266
C11 -2.52788 4.33963 1.46225
C12 -2.28789 3.11462 2.05136
N5 -1.07960 2.53547 2.11373
C13 3.00932 1.21906 2.43962
C14 4.03764 2.04299 2.84090
C15 5.20301 1.42982 3.28738
C16 5.31429 0.03763 3.34424
C17 4.26073 -0.77924 2.95660
C18 3.11534 -0.15454 2.50121
H1 -2.90430 -4.34718 0.92315
H2 -1.11325 -5.57627 2.21334
H3 1.01946 -4.36753 2.73119
H4 -2.45258 -2.06454 0.20043
H5 0.68948 4.94888 0.59851
H6 -1.59378 5.96199 0.39595
H7 -3.52541 4.75765 1.44716
H8 -3.11021 2.55377 2.48991
H9 3.93353 3.12223 2.80459
H10 6.04225 2.04244 3.59503
H11 6.23559 -0.40924 3.70311
H12 4.33027 -1.86153 3.00550
C19 2.27182 2.36014 -1.92681
S1 2.76224 0.76414 -1.23684
C20 3.87436 0.25194 -2.55965
H13 1.97555 2.23601 -2.97113
H14 3.09852 3.06681 -1.84721
H15 1.41917 2.72197 -1.36266
H16 4.66660 0.99106 -2.67627
H17 3.32796 0.14455 -3.49941
H18 4.31976 -0.70281 -2.27609
I1 -6.09577 -2.42452 0.46119
C21 -4.74720 -0.89889 0.01821
C22 -3.81436 -0.51833 0.96767
C23 -2.84732 0.42400 0.62385
C24 -2.85039 1.00733 -0.64224
C25 -3.83340 0.66926 -1.56018
C26 -4.77550 -0.29675 -1.23944
C27 -1.73281 1.92521 -1.02695
O1 -1.86464 2.89023 -1.71053
O2 -0.54162 1.47706 -0.56395
H19 -3.83388 -0.94349 1.96442
H20 -2.14390 0.75837 1.38259
H21 -3.83948 1.15032 -2.53150
H22 -5.52382 -0.58769 -1.96579
C28 -2.62065 -2.92202 -2.34697
O3 -1.98031 -1.63899 -2.53419
P1 -0.61489 -1.15130 -1.92414
O4 -0.17894 -0.05194 -2.94056
C29 -0.11377 -0.27428 -4.37016
O5 0.25519 -2.45467 -2.12339
C30 1.55114 -2.65143 -1.49181
H23 -3.06151 -3.19283 -3.30017
H24 -3.40929 -2.82942 -1.60200
H25 -1.89925 -3.68163 -2.05137
H26 0.02663 0.70127 -4.82042
H27 -1.03743 -0.71989 -4.73144
H28 0.72782 -0.92243 -4.60386
H29 2.32899 -2.54416 -2.24625
H30 1.56989 -3.65706 -1.08303
H31 1.73926 -1.93461 -0.70110